31
Properties=species:S:1:pos:R:3 method="wB97M-V/def2-TZVPD" charge=-1 lumo_ev=2.49
C 1.687 1.358 0.396
Sr 1.081 -2.076 -1.272
C -2.499 -0.768 0.870
H -1.688 1.827 2.870
H 2.047 -2.308 -3.513
H -2.841 0.524 3.137
C -0.536 0.513 0.840
H -0.116 -1.210 -4.456
H -3.401 -0.896 1.478
H 2.338 2.129 0.838
H 0.248 1.379 3.319
N 0.479 1.326 1.203
H 3.416 -2.017 -0.250
H -1.243 -1.448 -3.281
H -1.952 -1.755 0.846
H 2.791 -0.567 -3.585
C -2.373 1.167 2.399
H 1.571 2.399 2.569
N -0.361 -0.970 -3.464
C 0.516 2.040 2.442
H -3.153 1.730 1.884
C 2.654 -1.549 -3.026
H -0.550 0.031 -3.469
H -0.101 -3.473 0.097
N -1.715 0.299 1.488
H 1.469 1.635 -0.642
H -2.817 -0.544 -0.188
H -0.162 2.942 2.413
H 3.297 -1.927 -2.115
O -0.322 -0.188 -0.239
H 2.237 0.397 0.411